Entry i
Below is C2H4BrCl as an isolated structure, with properties calculated with ωB97M-V/def2-TZVPD.

Atoms and positions in Å:
C1 0.8383 -0.2910 0.2753
C2 -0.6350 0.1745 -0.3088
Cl1 -0.9926 1.9040 0.0399
Br1 -2.2186 -0.8098 0.0223
H1 0.9480 0.0981 1.2994
H2 0.8115 -1.2751 0.5070
H3 1.6118 0.1778 -0.4112
H4 -0.3634 0.0214 -1.4239

## Properties
LUMO energy ... 0.85 eV
E_HOMO ... -10.4 eV
M ... 143.41 g/mol

---

Entry ii
Below is C2H4BrCl in the gas phase, with properties calculated with ωB97M-V/def2-TZVPD.

Atoms and positions in Å:
Cl1 -2.4295 0.5410 0.0124
C1 -0.5477 0.1887 -0.3790
C2 0.6257 -0.3751 0.5205
Br1 2.3621 0.2098 -0.2039
H1 -0.1769 1.1377 -0.8139
H2 -0.7210 -0.3879 -1.1965
H3 0.4168 0.0865 1.4329
H4 0.4705 -1.4007 0.6275

## Properties
LUMO energy ... 0.19 eV
E_HOMO ... -10.8 eV
M ... 143.41 g/mol
SMILES string ... ClCCBr

---

Tell me which of them is the least stable. Sure, it is entry ii.

---

Entry i
Below is a 4-piece molecular cluster, C3H15NO3S overall, with properties calculated with ωB97M-V/def2-TZVPD.

Atoms and positions in Å:
C1 0.2937 1.0330 -1.5978
C2 1.3563 0.3100 -0.7699
N1 0.9045 -0.9031 -0.0661
C3 2.1406 1.2187 0.1901
S1 1.0653 1.9523 1.4518
H1 0.5418 1.1441 -2.6560
H2 -0.6514 0.5125 -1.4945
H3 0.1425 2.0593 -1.2547
H4 2.1210 -0.0720 -1.4489
H5 0.5172 -1.5239 -0.7622
H6 0.1839 -0.7154 0.6163
H7 2.5835 1.9807 -0.4443
H8 2.9406 0.6490 0.6247
H9 1.6706 1.3667 2.4938
O1 -2.1336 -0.0171 0.7401
H10 -2.1374 0.3012 1.6500
H11 -2.9812 -0.4227 0.5301
O2 2.9347 -1.9322 1.9509
H12 2.3906 -2.6560 2.2591
H13 2.6369 -1.5268 1.1239
O3 -5.1491 -0.7827 -0.9954
H14 -5.9758 -0.3738 -0.6921
H15 -5.3951 -1.6018 -1.4489

## Properties
LUMO energy ... 0.47 eV
E_HOMO ... -8.9 eV
M ... 145.22 g/mol
SMILES string ... C[C@H](N)CS.O.O.O

---

Entry ii
Below is a 4-piece molecular cluster, C3H15NO3S overall, with properties calculated with ωB97M-V/def2-TZVPD.

Atoms and positions in Å:
N1 -0.0082 2.9656 0.0514
C1 0.6156 1.7578 -0.5215
C2 0.2325 0.5622 0.1727
C3 0.8328 -0.7708 -0.3448
S1 0.3624 -2.3665 0.3854
H1 -0.7765 3.2675 -0.4148
H2 0.4597 3.6840 0.4502
H3 0.3280 1.8267 -1.5602
H4 1.7056 1.8405 -0.6461
H5 0.3252 0.6074 1.1940
H6 -0.9011 0.2895 -0.0059
H7 1.8702 -0.6355 -0.1595
H8 0.4137 -0.6940 -1.3204
H9 1.0047 -3.2158 -0.4968
O1 -1.8941 -0.5953 -2.4916
H10 -1.5919 -0.4606 -3.3230
H11 -2.2086 0.1855 -2.0006
O2 -3.0829 1.5489 -0.3200
H12 -3.3140 2.0822 -1.0611
H13 -2.2144 1.9523 0.0597
O3 2.9417 -1.0083 3.0272
H14 2.2195 -1.6019 3.0944
H15 3.1361 -0.8818 2.1003

## Properties
LUMO energy ... 0.42 eV
E_HOMO ... -9.1 eV
M ... 145.22 g/mol
SMILES string ... NCCCS.O.O.O

---

Tell me which of them is the least stable. Sure, it is entry ii.

---

Entry i
Below is a 2-piece molecular cluster, C2H3NOPS overall, with properties calculated with ωB97M-V/def2-TZVPD.

Atoms and positions in Å:
C1 -1.2634 -1.2256 0.0332
C2 -0.3753 -0.6239 0.9150
N1 -2.0184 -1.7668 -0.6443
O1 -2.7956 -2.2723 -1.3887
P1 -6.6181 1.2408 0.0559
S1 -6.0725 -0.4620 0.7813
H1 -0.9256 0.0878 1.6834
H2 0.3689 -0.0809 0.2553
H3 0.0874 -1.4737 1.4025

## Properties
LUMO energy ... -8.30 eV
E_HOMO ... -12.0 eV
M ... 120.09 g/mol
Total charge ... +1

---

Entry ii
Below is an isolated ion of composition C2H3NOPS and charge +1, with properties calculated with ωB97M-V/def2-TZVPD.

Atoms and positions in Å:
C1 1.5708 -1.0972 0.0891
C2 0.2976 -0.5093 0.0630
N1 -0.7864 -0.1769 0.2020
O1 -1.8631 0.4530 0.4806
P1 -2.7255 1.7015 -0.8993
S1 -2.4797 3.4394 -0.2480
H1 2.2893 -0.2112 -0.0172
H2 1.9227 -1.8501 -0.6831
H3 1.7742 -1.7492 1.0129

## Properties
LUMO energy ... -6.19 eV
E_HOMO ... -14.8 eV
M ... 120.09 g/mol
SMILES string ... CC#[N+]OP=S
Total charge ... +1

---

Tell me which of them is the least stable. Sure, it is entry i.

---

Entry i
Below is an isolated ion of composition C4H8ClN2 and charge +1, with properties calculated with ωB97M-V/def2-TZVPD.

Atoms and positions in Å:
C1 -1.4918 0.1906 -0.0377
C2 0.8955 0.0953 -0.0851
C3 0.8227 1.5630 0.3986
C4 -0.4240 -1.9727 0.0125
N1 -0.4397 -0.5205 -0.0248
N2 -0.1781 2.3119 -0.2196
Cl1 -3.0759 -0.0920 0.0317
H1 1.2478 0.0345 -1.1229
H2 1.5730 -0.4750 0.5513
H3 0.6509 1.6052 1.4792
H4 1.8117 2.0064 0.1922
H5 0.3688 -2.3371 -0.6390
H6 -0.2324 -2.3141 1.0313
H7 -1.3798 -2.3654 -0.3288
H8 -0.1489 2.2696 -1.2388

## Properties
LUMO energy (spin up / spin down) ... -6.31 / -6.30 eV
E_HOMO (spin up / spin down) ... -14.1 / -14.1 eV
M ... 119.57 g/mol
Total charge ... +1

---

Entry ii
Below is an isolated ion of composition C4H8ClN2 and charge +1, with properties calculated with ωB97M-V/def2-TZVPD.

Atoms and positions in Å:
C1 0.5924 -1.4465 -0.5900
C2 0.6597 -0.0241 -0.3725
C3 1.0946 0.4488 1.0169
N1 -0.6495 0.4135 -0.7462
N2 -1.4466 1.5316 0.0382
C4 -1.9323 0.3157 -0.1243
Cl1 -3.2404 -0.7254 0.0763
H1 -0.0561 -1.8407 0.2174
H2 0.0727 -1.6669 -1.5855
H3 1.5845 -1.7144 -0.7708
H4 1.3279 0.4224 -1.1954
H5 0.2327 0.3672 1.6168
H6 1.3372 1.5590 1.0121
H7 1.9476 -0.1914 1.3948
H8 -1.5244 2.5512 0.0121

## Properties
LUMO energy ... -5.61 eV
E_HOMO ... -14.9 eV
M ... 119.57 g/mol
SMILES string ... CC(C)N1[NH+]=C1Cl
Total charge ... +1

---

Tell me which of them is the least stable. Sure, it is entry ii.

---

Entry i
Below is C2H2Cl3NO as an isolated structure, with properties calculated with ωB97M-V/def2-TZVPD.

Atoms and positions in Å:
C1 -0.0148 1.5530 -1.8879
C2 0.8119 0.6252 -1.0118
N1 0.2793 0.2463 0.1126
O1 -1.1897 1.7238 -1.7585
Cl1 1.0601 2.4723 -3.0766
Cl2 0.5393 -0.8028 -2.8107
Cl3 2.5484 0.7416 -0.9753
H1 -0.7393 0.1857 0.1516
H2 0.9212 0.0731 0.8373

## Properties
LUMO energy ... -1.03 eV
E_HOMO ... -10.2 eV
M ... 162.40 g/mol

---

Entry ii
Below is a 2-piece molecular cluster, C2H2Cl3NO overall, with properties calculated with ωB97M-V/def2-TZVPD.

Atoms and positions in Å:
C1 -1.6907 0.4014 0.1101
C2 1.7767 -0.6094 0.1291
N1 -1.2722 0.9041 -1.1360
O1 -0.3374 0.6749 -0.2099
Cl1 1.4176 -2.2670 0.2920
Cl2 2.3316 -0.0696 -1.3857
Cl3 2.0313 0.3267 1.4645
H1 -2.2093 1.1748 0.6363
H2 -2.0475 -0.5359 0.0997

## Properties
LUMO energy (spin up / spin down) ... -0.07 / 0.23 eV
E_HOMO (spin up / spin down) ... -9.5 / -7.9 eV
M ... 162.40 g/mol

---

Tell me which of them is the least stable. Sure, it is entry ii.

---

Entry i
Below is C4H2N4 as an isolated structure, with properties calculated with ωB97M-V/def2-TZVPD.

Atoms and positions in Å:
C1 1.9216 0.0796 -0.1381
C2 0.0272 -0.7422 0.1279
C3 -1.5218 1.0805 -0.1261
C4 0.0657 0.8057 0.2439
H1 2.9470 -0.2010 -0.1833
H2 -2.0730 1.8727 -0.1395
N1 1.3600 -1.0346 0.0197
N2 -1.0620 -1.3582 -0.0711
N3 -2.0413 -0.1643 0.0082
N4 1.1964 1.2694 -0.0029

## Properties
LUMO energy ... -2.31 eV
E_HOMO ... -10.5 eV
M ... 106.09 g/mol

---

Entry ii
Below is C4H2N4 in the gas phase, with properties calculated with ωB97M-V/def2-TZVPD.

Atoms and positions in Å:
C1 -1.0960 0.1524 1.5113
N1 0.3850 0.1704 1.5465
C2 0.5172 -0.1744 0.2737
C3 1.4277 -0.0493 -0.9642
N2 0.7442 -0.1481 -2.0435
N3 -0.6043 0.3303 -1.7167
C4 -0.6904 -0.0254 -0.5075
N4 -1.8753 -0.1242 0.3579
H1 -1.3921 0.1740 2.6267
H2 2.5840 -0.3058 -1.0841

## Properties
LUMO energy ... -2.62 eV
E_HOMO ... -10.3 eV
M ... 106.09 g/mol
SMILES string ... C1=NC2=CN=NC2=N1

---

Tell me which of them is the least stable. Sure, it is entry ii.